[1]
A 3-piece molecular cluster, C30H57ClFN2O2 overall. Source: OMol25; level of theory: ωB97M-V/def2-TZVPD.

Cartesian coordinates (Å):
C (-6.27, -2.53, -0.06)
C (-6.57, -2.17, 1.39)
O (-5.90, -3.00, 2.32)
C (-4.51, -2.79, 2.43)
C (-4.16, -2.59, 3.90)
C (-2.66, -2.56, 4.21)
C (-1.85, -1.63, 3.30)
C (-0.31, -1.76, 3.51)
C (0.44, -1.96, 2.23)
C (1.07, -0.92, 1.51)
C (1.03, 0.49, 2.06)
C (2.27, 0.78, 2.88)
O (2.98, -0.09, 3.28)
C (1.78, -1.21, 0.36)
C (2.54, -0.23, -0.48)
C (2.22, -0.18, -1.98)
C (0.79, 0.22, -2.39)
C (-0.19, -0.96, -2.35)
C (0.24, 1.42, -1.60)
C (1.82, -2.58, 0.02)
F (2.52, -2.97, -1.05)
N (1.20, -3.53, 0.63)
N (0.52, -3.18, 1.70)
Cl (-0.26, -4.50, 2.42)
H (-6.23, -3.62, -0.16)
H (-5.32, -2.12, -0.41)
H (-7.05, -2.16, -0.72)
H (-6.31, -1.12, 1.59)
H (-7.63, -2.29, 1.60)
H (-3.98, -3.66, 2.04)
H (-4.22, -1.92, 1.83)
H (-4.66, -1.69, 4.28)
H (-4.60, -3.43, 4.45)
H (-2.52, -2.21, 5.24)
H (-2.25, -3.57, 4.18)
H (-2.13, -0.60, 3.52)
H (-2.09, -1.79, 2.24)
H (0.09, -0.86, 3.98)
H (-0.08, -2.58, 4.20)
H (0.16, 0.66, 2.69)
H (0.95, 1.22, 1.25)
H (2.48, 1.84, 3.10)
H (2.42, 0.78, -0.06)
H (3.60, -0.48, -0.35)
H (2.46, -1.14, -2.45)
H (2.92, 0.55, -2.41)
H (0.87, 0.54, -3.43)
H (-1.22, -0.60, -2.36)
H (-0.06, -1.59, -3.23)
H (-0.06, -1.59, -1.47)
H (1.00, 2.19, -1.43)
H (-0.18, 1.10, -0.64)
H (-0.57, 1.89, -2.16)
C (2.72, 5.12, 3.10)
C (4.11, 4.57, 3.36)
C (4.35, 4.19, 4.83)
C (4.24, 5.36, 5.81)
C (5.17, 6.54, 5.51)
C (6.65, 6.17, 5.55)
H (2.54, 6.05, 3.65)
H (2.58, 5.34, 2.04)
H (1.95, 4.40, 3.39)
H (4.86, 5.29, 3.03)
H (4.27, 3.67, 2.75)
H (5.34, 3.73, 4.92)
H (3.63, 3.42, 5.12)
H (4.46, 4.99, 6.82)
H (3.21, 5.72, 5.84)
H (4.98, 7.32, 6.25)
H (4.93, 6.97, 4.54)
H (6.93, 5.76, 6.52)
H (7.28, 7.04, 5.37)
H (6.90, 5.43, 4.79)
C (-3.66, -2.45, -8.78)
C (-2.29, -3.02, -8.43)
C (-2.03, -3.12, -6.93)
C (-2.07, -1.78, -6.19)
C (-1.10, -0.73, -6.71)
C (0.37, -1.15, -6.63)
H (-3.78, -1.43, -8.42)
H (-3.82, -2.43, -9.86)
H (-4.46, -3.05, -8.34)
H (-1.51, -2.42, -8.91)
H (-2.20, -4.02, -8.86)
H (-1.07, -3.60, -6.76)
H (-2.78, -3.78, -6.48)
H (-1.85, -1.97, -5.13)
H (-3.08, -1.37, -6.22)
H (-1.24, 0.19, -6.14)
H (-1.34, -0.48, -7.75)
H (0.64, -1.39, -5.59)
H (1.03, -0.36, -6.98)
H (0.57, -2.04, -7.23)

## Properties
net charge: +1
ΔE to the lowest compared entry with this formula, charge and spin: 0.0 kcal/mol
DFT total energy: -1997.02074 Ha
frontier orbital gap: 7.2 eV
LUMO level: -4.64 eV
molecular weight: 532.249 g mol⁻¹
HOMO: -11.8542 eV

[2]
A 6-piece molecular cluster, C30H57F2NO15 overall. Source: OMol25; level of theory: ωB97M-V/def2-TZVPD.

Cartesian coordinates (Å):
C (8.82, -2.84, 0.15)
C (9.25, -1.83, -0.91)
O (9.20, -2.38, -2.23)
C (8.41, -0.52, -0.85)
N (7.55, -0.25, -1.99)
C (6.31, -1.04, -2.03)
C (5.07, -0.15, -1.92)
O (4.60, -0.12, -0.55)
C (3.29, -0.42, -0.35)
C (2.82, -1.76, -0.96)
C (2.25, -2.78, 0.03)
F (2.15, -4.00, -0.64)
O (2.35, 0.61, -0.84)
C (1.35, 0.75, 0.04)
O (0.36, 1.38, -0.13)
O (1.62, 0.04, 1.18)
C (3.02, -0.15, 1.14)
F (3.47, -1.06, 2.02)
H (7.73, -2.85, 0.28)
H (9.13, -3.86, -0.11)
H (9.26, -2.59, 1.12)
H (10.29, -1.57, -0.71)
H (8.95, -3.30, -2.18)
H (7.79, -0.53, 0.06)
H (9.10, 0.32, -0.73)
H (8.07, -0.39, -2.84)
H (6.30, -1.70, -1.15)
H (6.27, -1.64, -2.94)
H (5.37, 0.87, -2.17)
H (4.29, -0.43, -2.62)
H (2.05, -1.53, -1.69)
H (3.64, -2.24, -1.50)
H (2.91, -2.94, 0.88)
H (1.25, -2.49, 0.36)
H (3.49, 0.81, 1.36)
O (5.13, -0.23, -5.03)
C (4.66, 0.66, -5.70)
O (5.27, 1.85, -5.69)
C (4.86, 2.94, -6.53)
C (3.72, 3.73, -5.93)
C (3.38, 0.47, -6.47)
H (4.64, 2.59, -7.54)
H (5.75, 3.57, -6.60)
H (2.82, 3.12, -5.83)
H (3.47, 4.58, -6.57)
H (3.99, 4.09, -4.94)
H (2.54, 0.58, -5.78)
H (3.37, -0.55, -6.87)
H (3.24, 1.16, -7.30)
O (-6.67, -0.88, -0.56)
C (-5.63, -0.28, -0.52)
O (-4.75, -0.45, -1.53)
C (-3.54, 0.31, -1.65)
C (-2.42, -0.26, -0.81)
C (-5.27, 0.60, 0.65)
H (-3.73, 1.36, -1.42)
H (-3.29, 0.26, -2.70)
H (-2.65, -0.24, 0.25)
H (-1.50, 0.31, -0.97)
H (-2.24, -1.30, -1.09)
H (-4.90, -0.03, 1.46)
H (-6.18, 1.10, 0.99)
H (-4.53, 1.37, 0.44)
O (-7.97, 3.91, 2.50)
C (-8.85, 3.11, 2.37)
O (-8.56, 1.81, 2.49)
C (-9.54, 0.76, 2.48)
C (-9.92, 0.35, 1.07)
C (-10.26, 3.53, 2.01)
H (-10.40, 1.05, 3.08)
H (-9.05, -0.07, 2.99)
H (-10.38, 1.17, 0.53)
H (-10.61, -0.48, 1.10)
H (-9.03, 0.04, 0.52)
H (-10.30, 3.71, 0.94)
H (-10.48, 4.46, 2.53)
H (-11.03, 2.80, 2.28)
O (4.48, -6.01, 1.24)
C (3.61, -6.83, 1.24)
O (3.97, -8.14, 1.24)
C (3.02, -9.20, 1.37)
C (2.38, -9.56, 0.05)
C (2.15, -6.45, 1.18)
H (2.28, -8.96, 2.14)
H (3.60, -10.04, 1.74)
H (1.81, -8.73, -0.36)
H (1.71, -10.41, 0.17)
H (3.15, -9.82, -0.68)
H (1.90, -6.23, 0.15)
H (2.02, -5.55, 1.77)
H (1.47, -7.21, 1.56)
O (-5.70, 6.70, 8.25)
C (-5.97, 7.04, 7.12)
O (-7.04, 6.49, 6.52)
C (-7.51, 6.92, 5.24)
C (-6.77, 6.27, 4.09)
C (-5.09, 8.01, 6.37)
H (-7.50, 8.01, 5.18)
H (-8.56, 6.62, 5.22)
H (-5.71, 6.55, 4.09)
H (-7.20, 6.57, 3.14)
H (-6.83, 5.19, 4.17)
H (-4.24, 7.47, 5.97)
H (-4.73, 8.76, 7.07)
H (-5.59, 8.53, 5.55)

## Properties
SMILES string: C[C@@H](O)CNCCO[C@]1(CCF)OC(=O)O[C@H]1F.CCOC(C)=O.CCOC(C)=O.CCOC(C)=O.CCOC(C)=O.CCOC(C)=O
DFT total energy: -2560.37414 Ha
frontier orbital gap: 9.0 eV
LUMO level: 0.45 eV
molecular weight: 709.774 g mol⁻¹
HOMO: -8.5106 eV

Q: What is the formula in the first record?
A: C30H57ClFN2O2

Q: Which of these has the lowest frontier orbital gap?
A: C30H57ClFN2O2

Q: The highest DFT total energy belongs to which entry?
A: C30H57ClFN2O2